Entry 1:
{
  "formula": "C11H9Cl5N3PdSb",
  "method": "wB97M-V/def2-TZVPD",
  "elements": ["Pd", "Cl", "C", "C", "C", "Cl", "C", "Cl", "C", "Cl", "C", "Cl", "C", "Sb", "C", "C", "H", "H", "H", "H", "H", "H", "H", "H", "H", "N", "C", "N", "C", "N"],
  "coordinates": [[-0.83949, 0.30845, -0.91914], [-0.18266, 3.27002, 0.99897], [0.92645, 2.83589, -0.30828], [0.56049, 1.79724, -1.15217], [1.51247, 1.53538, -2.15201], [1.21558, 0.16069, -3.21857], [2.69048, 2.24362, -2.32891], [3.80486, 1.87548, -3.61639], [2.99646, 3.27862, -1.44259], [4.46605, 4.18782, -1.62325], [2.10672, 3.56845, -0.41557], [2.49322, 4.84379, 0.70577], [1.45696, -2.64762, 2.29004], [0.91659, -1.14503, 0.71487], [0.01703, -2.77733, -0.39781], [-0.80285, -0.57489, 1.89863], [0.59654, -3.26996, 2.54895], [1.80315, -2.12723, 3.18756], [2.26847, -3.28636, 1.93031], [-0.49175, -3.44334, 0.30177], [0.79684, -3.32358, -0.93266], [-0.70815, -2.39843, -1.11724], [-1.36716, -1.46549, 2.17906], [-1.42168, 0.09595, 1.29056], [-0.47730, -0.03364, 2.78937], [-2.84021, -0.63599, -1.25548], [-3.93292, -0.81095, -0.89430], [-5.17370, -1.13829, -0.64789], [-5.84506, -0.64306, 0.36494], [-6.54542, -0.28021, 1.22144]],
  "charge": -2,
  "e_above_lowest_kcal_mol": 11.85
}

***

Entry 2:
{
  "formula": "C11H9F6IrN4O9S3",
  "method": "wB97M-V/def2-TZVPD",
  "elements": ["Ir", "O", "C", "C", "C", "N", "C", "C", "C", "O", "O", "C", "O", "O", "H", "H", "H", "F", "C", "F", "F", "S", "O", "O", "N", "S", "O", "O", "C", "F", "F", "F", "C", "N", "C", "N", "S", "H", "H", "H", "H", "H", "H"],
  "coordinates": [[0.57639, 0.18947, -0.91202], [-3.04408, 4.65690, 0.53246], [-2.27443, 3.60412, 0.20980], [-2.34043, 2.38668, 0.89789], [-1.50466, 1.36975, 0.50421], [-0.67940, 1.55781, -0.51758], [-0.58667, 2.69935, -1.19775], [-1.38350, 3.76360, -0.85872], [0.44628, 2.64049, -2.33477], [0.62784, 3.60575, -3.03265], [1.03432, 1.47143, -2.45517], [-1.41673, -0.03329, 1.10873], [-2.26281, -0.40256, 1.89600], [-0.42174, -0.74727, 0.66540], [-3.60778, 4.44400, 1.28426], [-3.01270, 2.20929, 1.72814], [-1.30150, 4.68860, -1.41164], [5.75816, 0.98439, -0.14942], [4.75894, 1.43660, 0.58374], [4.49878, 2.69888, 0.26234], [5.07863, 1.36394, 1.87027], [3.25204, 0.44086, 0.20302], [2.04386, 1.08926, 0.73851], [3.24383, 0.37014, -1.23268], [3.63375, -0.91232, 0.89074], [2.81688, -2.20517, 0.54779], [1.75205, -1.95627, -0.43027], [3.64642, -3.34127, 0.34630], [1.89799, -2.54633, 2.12183], [1.44192, -1.42791, 2.66196], [0.87427, -3.36479, 1.85465], [2.70813, -3.14758, 2.98675], [-3.68439, -2.88411, -0.39742], [-2.92253, -1.95321, -1.21450], [-1.61453, -2.01682, -1.37875], [-0.92176, -3.01274, -0.85968], [-0.85641, -0.78509, -2.37944], [-4.74222, -2.69257, -0.54772], [-3.44418, -2.74192, 0.65842], [-3.47534, -3.91041, -0.70087], [-3.37120, -1.13445, -1.59053], [-1.31014, -3.53855, -0.09067], [0.08866, -2.91664, -0.86096]],
  "e_above_lowest_kcal_mol": 25.16
}

***

Entry 3:
{
  "formula": "C11H9MgO3P",
  "method": "wB97M-V/def2-TZVPD",
  "elements": ["C", "C", "C", "C", "C", "C", "C", "C", "O", "C", "P", "O", "C", "C", "O", "H", "H", "H", "H", "H", "H", "H", "H", "H", "Mg"],
  "coordinates": [[2.57655, -0.96063, -0.89015], [1.90027, 0.08521, -0.02108], [2.58723, 1.25702, 0.34418], [2.05414, 2.25041, 1.13893], [0.75727, 2.10302, 1.65054], [0.05953, 0.96780, 1.29385], [0.59520, -0.04883, 0.45568], [-0.29999, -1.22601, 0.12778], [0.07795, -2.36549, 0.02829], [-1.78512, -0.84565, -0.02686], [-2.87157, -1.58676, -1.24739], [-2.22457, -1.59952, -2.66288], [-2.28753, 0.10273, 0.76380], [-1.36389, 0.78310, 1.78856], [-1.74295, 1.10060, 2.88226], [1.92543, -1.78192, -1.18987], [3.02233, -0.44387, -1.75152], [3.41403, -1.37402, -0.30639], [3.60030, 1.41549, -0.03399], [2.59395, 3.16102, 1.39351], [0.26368, 2.81754, 2.30641], [-3.25361, -2.88625, -0.85761], [-4.07487, -0.85307, -1.36971], [-3.32474, 0.44615, 0.68575], [-2.19900, -0.51809, -4.50208]],
  "e_tot_ha": -1191.052020,
  "charge": 2
}

***

Entry 4:
{
  "formula": "C11H9N3O4S",
  "method": "wB97M-V/def2-TZVPD",
  "elements": ["C", "O", "C", "O", "C", "C", "S", "C", "N", "N", "C", "C", "C", "C", "C", "O", "N", "C", "O", "H", "H", "H", "H", "H", "H", "H", "H", "H"],
  "coordinates": [[5.15140, -2.26189, 0.01659], [4.21459, -1.19680, 0.01075], [4.72396, 0.04959, 0.07294], [5.90635, 0.28034, 0.13347], [3.66692, 1.06111, 0.05709], [2.35458, 0.77074, -0.00925], [1.66124, -0.81989, -0.08365], [0.02446, -0.14880, -0.11619], [-0.99407, -0.89366, -0.15165], [-2.23950, -0.56862, -0.35326], [-3.15583, -0.50034, 0.52933], [-4.52189, -0.30331, 0.14882], [-5.12654, -0.18804, -1.08303], [-6.49982, -0.00442, -0.83006], [-6.63704, -0.01838, 0.52768], [-5.45350, -0.19693, 1.12617], [0.07544, 1.23415, -0.08070], [1.30726, 1.82616, -0.02959], [1.49947, 3.01574, -0.00240], [4.56962, -3.17691, -0.05630], [5.83397, -2.16962, -0.83080], [5.73420, -2.24779, 0.94000], [3.97774, 2.09426, 0.10048], [-2.95855, -0.57397, 1.60060], [-4.63424, -0.23589, -2.03160], [-7.27941, 0.12090, -1.55289], [-7.49619, 0.08588, 1.16057], [-0.76796, 1.78916, -0.13079]],
  "e_tot_ha": -1287.940654,
  "smiles": "COC(=O)/C=C1\\S/C(=N/N=C/c2ccco2)NC1=O"
}

***

Entry 5:
{
  "formula": "C11H9N4OPtS5",
  "method": "wB97M-V/def2-TZVPD",
  "elements": ["Pt", "C", "C", "N", "N", "C", "N", "S", "C", "C", "C", "C", "C", "N", "H", "H", "H", "H", "H", "H", "H", "H", "H", "O", "C", "S", "C", "C", "S", "S", "S"],
  "coordinates": [[-0.33868, 0.54536, -0.05745], [3.89146, 0.32486, 0.55870], [2.43045, 0.09975, 0.34877], [1.56299, 1.05608, 0.20663], [1.98783, 2.34306, 0.24820], [0.96874, 3.18065, 0.10554], [1.29511, 4.50236, 0.17928], [-0.69383, 2.80302, -0.14212], [1.87230, -1.24858, 0.30075], [2.66019, -2.38570, 0.44080], [2.06699, -3.63393, 0.39331], [0.69850, -3.72211, 0.20786], [-0.03080, -2.55348, 0.07404], [0.53812, -1.34984, 0.11854], [4.09826, 1.38909, 0.54593], [4.47786, -0.16154, -0.22488], [4.21527, -0.08747, 1.51801], [2.26472, 4.72778, 0.03045], [0.61898, 5.14579, -0.19757], [3.72508, -2.27644, 0.58595], [2.66780, -4.52818, 0.50094], [0.19045, -4.67453, 0.16502], [-1.10419, -2.55340, -0.07533], [-7.70996, -0.72698, -0.64439], [-6.59801, -0.23951, -0.63776], [-6.21368, 1.40747, -1.09714], [-4.44558, 1.34860, -0.94678], [-3.97076, 0.13905, -0.57655], [-2.35844, -0.51186, -0.31324], [-5.14001, -1.16202, -0.29854], [-3.62715, 2.80267, -1.31698]],
  "e_tot_ha": -2829.219535,
  "charge": -1
}

***

Entry 6:
{
  "formula": "C11H9NO2",
  "method": "wB97M-V/def2-TZVPD",
  "elements": ["C", "C", "C", "C", "C", "C", "C", "C", "C", "C", "C", "N", "O", "O", "H", "H", "H", "H", "H", "H", "H", "H", "H"],
  "coordinates": [[-2.19082, 2.14009, 1.56760], [-1.81235, 1.39736, 0.71752], [3.34409, -0.07811, 0.14844], [3.03970, 1.22982, -0.14415], [2.35905, -1.11800, 0.24678], [1.69561, 1.53828, -0.40576], [1.04558, -0.78482, 0.10764], [0.79535, 0.55849, -0.10668], [-0.24155, -1.69505, 0.15463], [-1.30825, 0.45759, -0.25048], [-2.67884, -1.53551, -0.20490], [-1.35405, -0.98307, 0.03427], [-0.27541, -2.88055, 0.38378], [-1.58537, 0.66651, -1.57297], [-2.29853, 3.00980, 2.12928], [4.25966, -0.49524, 0.34126], [3.77233, 1.91646, -0.33600], [2.52682, -2.21842, 0.42401], [1.59195, 2.59893, -0.71475], [-2.48568, -2.69848, -0.15200], [-3.43543, -1.19251, 0.68074], [-3.19756, -1.33667, -1.10340], [-1.56629, 1.50311, -1.94484]],
  "e_above_lowest_kcal_mol": 50.88
}

***

Entry 7:
{
  "formula": "C12B3BaO24",
  "method": "wB97M-V/def2-TZVPD",
  "elements": ["Ba", "O", "C", "O", "B", "O", "C", "O", "O", "C", "O", "C", "O", "O", "O", "C", "O", "B", "O", "C", "O", "O", "C", "O", "C", "O", "O", "O", "C", "O", "B", "O", "C", "O", "O", "C", "O", "C", "O", "O"],
  "coordinates": [[3.37784, -3.06016, 0.62825], [-3.45544, 0.11305, -0.80342], [-2.50413, -0.12903, -1.54423], [-1.81665, -1.16861, -1.63277], [-0.66860, -0.94614, -2.52848], [-0.94966, 0.37156, -3.12599], [-1.95880, 0.92288, -2.47344], [-2.39672, 2.08921, -2.52333], [-0.59081, -1.90314, -3.63884], [0.51107, -2.59930, -3.54147], [0.88938, -3.52942, -4.21208], [1.29939, -2.05491, -2.30098], [0.65013, -1.05777, -1.80972], [2.28813, -2.53823, -1.78686], [-4.50642, -0.77884, 4.26996], [-3.49716, -0.60362, 3.63352], [-2.38090, -1.21576, 3.62644], [-1.47753, -0.69560, 2.52800], [-2.13866, 0.46510, 1.98603], [-3.31589, 0.55159, 2.51346], [-4.15482, 1.39428, 2.21237], [-1.27232, -1.75108, 1.50440], [0.01293, -2.19150, 1.50559], [0.61107, -2.98068, 0.73393], [0.77444, -1.35077, 2.43428], [-0.07344, -0.53131, 2.97845], [2.03582, -1.35261, 2.49389], [4.12935, -0.66462, -0.29476], [3.39196, 0.35906, -0.40935], [2.55367, 0.82335, 0.43138], [1.85626, 2.03511, -0.09774], [2.49579, 2.18443, -1.41346], [3.35961, 1.24670, -1.61862], [4.02068, 1.13684, -2.62379], [2.18341, 3.16255, 0.79940], [1.00124, 3.71559, 1.13566], [0.87053, 4.78060, 1.76976], [-0.14663, 2.87133, 0.60082], [0.36494, 1.89208, -0.11003], [-1.37308, 2.98773, 0.70389]],
  "charge": -1,
  "e_above_lowest_kcal_mol": 70.58
}

***

Entry 8:
{
  "formula": "C12B3InO24",
  "method": "wB97M-V/def2-TZVPD",
  "elements": ["In", "O", "C", "O", "B", "O", "C", "O", "O", "C", "O", "C", "O", "O", "O", "C", "O", "B", "O", "C", "O", "O", "C", "O", "C", "O", "O", "O", "C", "O", "B", "O", "C", "O", "O", "C", "O", "C", "O", "O"],
  "coordinates": [[-2.80795, -3.95405, 0.19090], [-0.00990, -3.42583, -0.73170], [1.17264, -3.08733, -0.94994], [1.90108, -2.25382, -0.31707], [3.33851, -2.32183, -0.70588], [3.33435, -3.22153, -1.85216], [2.10905, -3.66550, -2.00747], [1.80267, -4.50614, -2.87391], [4.20364, -2.58361, 0.45854], [5.05469, -1.54149, 0.63086], [5.88827, -1.36552, 1.59872], [4.78600, -0.49396, -0.45368], [3.89553, -0.99039, -1.23037], [5.27642, 0.56613, -0.60147], [-0.23758, 3.17585, 4.28005], [-1.08620, 2.62315, 3.50544], [-2.08055, 1.78495, 3.93129], [-2.73918, 1.19668, 2.72740], [-2.13004, 1.90797, 1.57054], [-1.07334, 2.61210, 1.97556], [-0.24109, 3.16218, 1.25392], [-2.58130, -0.27574, 2.65418], [-3.67343, -0.80852, 2.29691], [-3.77476, -2.04466, 2.14402], [-4.75954, 0.29177, 2.43964], [-4.17246, 1.37816, 2.69765], [-6.00927, 0.11000, 2.29542], [-2.58542, -1.16970, -0.85699], [-2.10070, -0.14922, -1.21841], [-0.86716, -0.08927, -1.68564], [-0.40518, 1.32467, -1.96869], [-1.69417, 2.09891, -1.84667], [-2.69113, 1.31060, -1.44778], [-3.78791, 1.66399, -1.12186], [0.23705, 1.41063, -3.29863], [1.41399, 2.04604, -3.25229], [2.07258, 2.45933, -4.21890], [1.68964, 2.23066, -1.70989], [0.63089, 1.78425, -1.04317], [2.70110, 2.81014, -1.25859]],
  "e_tot_ha": -2527.737993,
  "charge": 1,
  "spin_multiplicity": 2,
  "s_squared": 1.783
}

***

Entry 9:
{
  "formula": "C12H10BrCl2IrNS",
  "method": "wB97M-V/def2-TZVPD",
  "elements": ["Ir", "Cl", "C", "C", "C", "C", "C", "Cl", "C", "S", "H", "H", "H", "C", "C", "C", "C", "N", "C", "C", "H", "H", "H", "H", "H", "H", "H", "Br"],
  "coordinates": [[-0.36799, -0.30905, 0.42850], [1.76700, 0.72727, 0.53313], [1.41226, 2.44242, 0.36565], [2.46931, 3.32548, 0.27058], [2.17083, 4.67434, 0.17337], [0.85184, 5.10681, 0.17475], [-0.18053, 4.19142, 0.26620], [-1.81481, 4.73574, 0.27788], [0.08298, 2.82048, 0.36182], [-1.25956, 1.67760, 0.46209], [3.49050, 2.97116, 0.27917], [2.97223, 5.39585, 0.10006], [0.61539, 6.15911, 0.10385], [0.69498, -2.58419, -5.31713], [0.45790, -2.03871, -3.94507], [0.41895, -0.66869, -3.69357], [0.19276, -0.20222, -2.41947], [-0.00294, -1.04228, -1.38985], [0.02435, -2.36902, -1.60652], [0.26057, -2.88758, -2.85832], [0.83605, -1.79038, -6.04644], [-0.15135, -3.19742, -5.62925], [1.57800, -3.22438, -5.32213], [0.56185, 0.04622, -4.49189], [0.15651, 0.85526, -2.20132], [-0.15662, -3.00603, -0.75263], [0.27591, -3.96205, -2.98024], [-2.37670, -1.56253, 0.63994]],
  "charge": 1,
  "e_above_lowest_kcal_mol": 0.00
}

***

Entry 10:
{
  "formula": "C12H10BrF3MnO2",
  "method": "wB97M-V/def2-TZVPD",
  "elements": ["C", "C", "C", "H", "C", "C", "H", "H", "H", "H", "Mn", "Br", "C", "C", "C", "H", "C", "C", "H", "H", "H", "H", "F", "C", "F", "F", "C", "O", "O"],
  "coordinates": [[1.65144, 1.01483, -1.74069], [0.52971, 1.85696, -2.01530], [0.06088, 2.37997, -0.77368], [0.13011, 2.08950, -2.99572], [0.94899, 1.96675, 0.26312], [1.96195, 1.13043, -0.32698], [2.82878, 0.74847, 0.19835], [2.24643, 0.49727, -2.48566], [-0.77148, 3.06751, -0.63763], [0.96674, 2.34198, 1.28454], [0.14111, 0.12279, -0.53344], [-2.03364, 0.12095, -1.69337], [-0.37051, -2.34991, 0.16341], [0.89366, -1.78665, 0.55875], [1.65885, -1.55491, -0.66221], [1.29435, -1.71751, 1.55930], [0.80876, -1.90835, -1.77955], [-0.39890, -2.46910, -1.25600], [-1.19538, -2.91078, -1.83431], [-1.14713, -2.66383, 0.84825], [2.72170, -1.34946, -0.68901], [1.08914, -1.84611, -2.82411], [-2.95261, 1.05375, 3.79290], [-2.32317, 0.20490, 2.94602], [-1.48000, -0.58399, 3.68584], [-3.26940, -0.62316, 2.39545], [-1.53590, 0.92555, 1.78336], [-1.83197, 2.06918, 1.48904], [-0.62249, 0.17295, 1.27932]],
  "e_tot_ha": -4638.421244,
  "charge": -1,
  "spin_multiplicity": 5,
  "s_squared": 6.271
}

***

Entry 11:
{
  "formula": "C12H10BrF5Pb",
  "method": "wB97M-V/def2-TZVPD",
  "elements": ["C", "C", "C", "H", "C", "C", "H", "H", "H", "H", "Pb", "Br", "C", "C", "C", "H", "C", "C", "H", "H", "H", "H", "F", "C", "F", "C", "F", "F", "F"],
  "coordinates": [[2.26385, -1.00639, 1.35694], [1.70203, -1.68045, 2.47440], [1.20331, -2.92897, 2.02424], [1.73232, -1.33172, 3.50523], [1.46788, -3.04838, 0.63609], [2.14371, -1.86169, 0.21586], [2.59815, -1.69079, -0.76126], [2.79406, -0.05780, 1.38985], [0.77769, -3.70562, 2.65931], [1.29445, -3.92734, 0.02276], [-0.20153, 0.04108, -0.11024], [0.01585, 1.81834, 1.82415], [-0.86912, 3.24784, -2.32600], [0.14626, 2.68478, -3.15312], [1.41838, 3.12328, -2.65906], [-0.01838, 2.07994, -4.04499], [1.17214, 3.95727, -1.52647], [-0.23449, 4.07015, -1.34429], [-0.73492, 4.67504, -0.59435], [-1.94765, 3.09782, -2.41989], [2.38702, 2.91002, -3.09539], [1.93262, 4.43877, -0.89754], [-3.06851, -1.60789, -0.77985], [-2.66893, -1.31555, 0.50456], [-3.49554, -0.32377, 0.95374], [-2.86855, -2.59562, 1.35194], [-4.17698, -2.94394, 1.27599], [-2.17330, -3.64949, 0.84290], [-2.59182, -2.46891, 2.67449]],
  "e_above_lowest_kcal_mol": 16.42
}

***

Entry 12:
{
  "formula": "C12H10BrF5Tb",
  "method": "wB97M-V/def2-TZVPD",
  "elements": ["C", "C", "C", "H", "C", "C", "H", "H", "H", "H", "Tb", "Br", "C", "C", "C", "H", "C", "C", "H", "H", "H", "H", "F", "C", "F", "C", "F", "F", "F"],
  "coordinates": [[1.97150, -0.56437, 0.46599], [1.36958, -0.68745, 1.76642], [0.53690, -1.83743, 1.75791], [1.42187, 0.01250, 2.59805], [0.56727, -2.38781, 0.44591], [1.44084, -1.61622, -0.35088], [1.69597, -1.83878, -1.38658], [2.71196, 0.18115, 0.15775], [0.18234, -2.35861, 2.64925], [0.16458, -3.35104, 0.16063], [-0.31776, 0.24952, 0.18372], [0.15060, 2.50390, 1.55256], [-0.86177, 2.18190, -2.61335], [-0.16021, 1.25640, -3.45288], [1.24516, 1.47837, -3.27976], [-0.61580, 0.52499, -4.12975], [1.40872, 2.54317, -2.33663], [0.11135, 2.95015, -1.89812], [-0.10282, 3.69995, -1.13379], [-1.94768, 2.30506, -2.54992], [2.04985, 0.94364, -3.79632], [2.36045, 2.97677, -2.01293], [-1.90136, 0.42377, 3.05431], [-1.42571, -0.60617, 2.37268], [-2.29871, -0.41090, 0.68734], [-2.22797, -1.85455, 2.71795], [-1.95732, -2.42729, 3.93722], [-3.53481, -1.47965, 2.66544], [-2.03702, -2.81097, 1.76781]],
  "charge": -1,
  "spin_multiplicity": 7,
  "e_above_lowest_kcal_mol": 165.45,
  "s_squared": 12.691
}